{"formula": "CHClFNO", "method": "ωB97M-V/def2-TZVPD", "elements": ["O", "C", "F", "N", "Cl", "H"], "positions_angstrom": [[-1.471111, -0.804515, 0.422043], [-0.383722, -0.371547, 0.457309], [0.354445, -0.278186, 1.620521], [0.390223, 0.242846, -0.453687], [-0.016397, 0.458859, -2.144325], [1.126562, 0.752544, 0.098140]], "forces_ev_per_a": [[-0.61, -0.77, -0.07], [-0.13, 0.78, 0.19], [-0.38, -0.36, 0.01], [1.26, 0.68, -0.18], [0.43, -0.10, 2.19], [-0.57, -0.23, -2.14]], "homo_lumo_gap_ev": 10.548, "spin_multiplicity": 1, "homo_energy_ha": -0.3958, "smiles": "O=C(F)NCl", "e_tot_ha": -728.72914}



{"formula": "CHClFO2S2", "method": "ωB97M-V/def2-TZVPD", "elements": ["C", "O", "O", "F", "S", "S", "Cl", "H"], "positions_angstrom": [[-1.171009, 0.343492, 0.299226], [1.773493, -0.762167, 1.127763], [0.858752, -1.757103, -0.944127], [-1.183835, 0.906358, 1.586291], [1.815147, 0.842847, -1.224111], [1.140472, -0.566609, -0.210741], [-1.488979, 1.462299, -0.915626], [-1.744043, -0.469119, 0.281325]], "forces_ev_per_a": [[5.13, 1.57, 1.39], [-1.14, 0.28, -1.80], [-0.62, -1.49, -0.70], [-0.11, -0.28, -1.10], [0.89, 1.65, -1.13], [-1.22, 0.58, 4.06], [-0.42, 0.85, -0.63], [-2.50, -3.16, -0.08]], "homo_lumo_gap_ev": [7.681, 7.679], "spin_multiplicity": 1, "homo_energy_ha": [-0.1543, -0.1543], "e_tot_ha": -1545.61589, "total_charge": -1}



{"formula": "CHClFO3", "method": "ωB97M-V/def2-TZVPD", "elements": ["C", "O", "O", "O", "F", "Cl", "H"], "positions_angstrom": [[-0.202408, -0.698686, 0.905877], [2.633660, -1.725150, -2.682133], [1.096721, -0.978740, -1.372404], [1.740429, -1.936701, -1.884226], [0.448217, -1.115277, 1.916315], [-1.646925, -1.241360, 0.534804], [0.468331, -0.001763, 0.449650]], "forces_ev_per_a": [[1.84, -0.22, 1.11], [-0.20, 0.65, 0.09], [0.38, 0.31, -0.32], [-0.13, -1.08, 0.21], [-0.96, -0.68, 0.24], [-0.29, 0.02, -0.06], [-0.64, 0.99, -1.26]], "homo_lumo_gap_ev": [8.627, 8.627], "spin_multiplicity": 1, "homo_energy_ha": [-0.6019, -0.6019], "e_tot_ha": -823.84088, "total_charge": 1}



{"formula": "CHClN2O2S", "method": "ωB97M-V/def2-TZVPD", "elements": ["C", "N", "N", "O", "O", "S", "Cl", "H"], "positions_angstrom": [[-0.670584, -1.235564, -0.152726], [-1.709388, -0.239000, -0.197895], [0.436167, -0.570768, 0.074932], [-0.831573, -2.420948, -0.195908], [-4.118711, 0.202659, 0.111237], [-3.139179, -0.821963, 0.039419], [1.929339, -1.500383, 0.091927], [0.714993, 0.251123, -0.421835]], "forces_ev_per_a": [[-2.99, -0.35, -0.29], [-1.77, -0.74, 0.03], [4.78, 0.07, 0.47], [0.14, -0.68, -0.04], [-1.02, 0.84, -0.05], [2.57, -0.08, -0.19], [-0.86, 0.20, 0.12], [-0.85, 0.73, -0.05]], "homo_lumo_gap_ev": 9.200, "spin_multiplicity": 1, "homo_energy_ha": -0.3929, "e_tot_ha": -1157.01506}